1.
Formula: ClPd
Source: the OMol25 dataset
Level of theory: ωB97M-V/def2-TZVPD

The geometry in XYZ format:
```
2
Properties=species:S:1:pos:R:3:mulliken_charge:R:1
Pd 16.22102 22.43854 20.64918 0.29
Cl 16.50011 20.47454 18.99813 -0.29
```

For the calculated total energy, the calculation gives -587.90845 Ha. The spin multiplicity is 4. As for the max |F|: 1.92 eV/Å. For the molar mass, the calculation gives 141.87 g mol⁻¹. The energy relative to the best compared isomer or geometry (same formula, charge and spin) is 0.4 kcal per mole. As for the expectation value of S²: 3.76. The calculation puts the orbital gap (alpha / beta) at 0.3090 / 0.2499 Eh. As for the net charge: 0. For the HOMO energy (alpha / beta), the calculation gives -7.971 / -10.843 eV.

---

2.
Formula: ClPt
Source: the OMol25 dataset
Level of theory: ωB97M-V/def2-TZVPD

The geometry in XYZ format:
```
2
Properties=species:S:1:pos:R:3:mulliken_charge:R:1
Pt 0.29774 0.75245 1.02223 0.47
Cl -0.29774 -0.75245 -1.02223 -0.47
```

For the calculated total energy, the calculation gives -579.33972 Ha. The spin multiplicity is 4. As for the max |F|: 2.26 eV/Å. For the molar mass, the calculation gives 230.53 g mol⁻¹. The energy relative to the best compared isomer or geometry (same formula, charge and spin) is 0.0 kcal per mole. As for the expectation value of S²: 3.76. The calculation puts the orbital gap (alpha / beta) at 0.3449 / 0.2631 Eh. As for the net charge: 0. For the HOMO energy (alpha / beta), the calculation gives -9.192 / -10.761 eV.

---

3.
Formula: CoFHO2S
Source: the OMol25 dataset
Level of theory: ωB97M-V/def2-TZVPD

The geometry in XYZ format:
```
6
Properties=species:S:1:pos:R:3:mulliken_charge:R:1
H -1.25289 1.81010 0.76173 0.35
Co 0.94136 0.36299 -0.72011 0.90
S -1.10740 -0.38423 0.27555 0.46
O -0.64611 -1.59299 1.11390 -0.53
F 2.21433 0.95138 -1.71581 -0.68
O -0.98109 1.01978 1.24388 -0.51
```

For the calculated total energy, the calculation gives -2031.81148 Ha. The spin multiplicity is 4. As for the max |F|: 2.74 eV/Å. For the molar mass, the calculation gives 143.00 g mol⁻¹. The energy relative to the best compared isomer or geometry (same formula, charge and spin) is 2.0 kcal per mole. As for the expectation value of S²: 3.77. The calculation puts the orbital gap (alpha / beta) at 0.3014 / 0.2242 Eh. As for the net charge: 0. For the HOMO energy (alpha / beta), the calculation gives -8.629 / -8.581 eV.

---

4.
Formula: CrH10O9P
Source: the OMol25 dataset
Level of theory: ωB97M-V/def2-TZVPD

The geometry in XYZ format:
```
21
Properties=species:S:1:pos:R:3:mulliken_charge:R:1
O 2.05656 0.01915 -0.97021 -0.40
P -2.45649 -0.12642 0.90465 0.93
O 1.52066 0.34575 1.71644 -0.39
H -1.40677 -0.64019 -1.99597 0.34
H 0.61074 -2.54820 -0.16340 0.28
H -0.18992 2.44825 -0.94148 0.32
O -2.57613 -1.58605 0.50022 -0.81
O 0.14351 -1.88676 0.34951 -0.22
H 1.02707 2.93870 -0.11470 0.27
H 2.10354 -0.28746 2.14158 0.25
H 2.71434 0.69357 -0.77851 0.28
H 2.41851 -0.50952 -1.68579 0.26
Cr 0.01018 0.17584 0.09029 0.58
O -1.01653 -0.02302 1.67599 -0.60
H 1.27374 0.99781 2.37972 0.30
O 0.41360 2.20966 -0.22360 -0.21
H -0.06465 -0.85386 -2.76820 0.26
H -0.74655 -2.22768 0.61811 0.40
O -3.54067 0.54312 1.63594 -0.72
O -0.47189 -0.38382 -2.03525 -0.41
O -1.82285 0.70113 -0.33534 -0.69
```

For the calculated total energy, the calculation gives -2069.10932 Ha. The spin multiplicity is 4. As for the max |F|: 2.96 eV/Å. For the molar mass, the calculation gives 237.04 g mol⁻¹. The energy relative to the best compared isomer or geometry (same formula, charge and spin) is 9.7 kcal per mole. As for the expectation value of S²: 3.83. The calculation puts the orbital gap (alpha / beta) at 0.2370 / 0.2390 Eh. As for the net charge: 0. For the HOMO energy (alpha / beta), the calculation gives -7.508 / -7.566 eV.

---

5.
Formula: CrH46O23
Source: the OMol25 dataset
Level of theory: ωB97M-V/def2-TZVPD

The geometry in XYZ format:
```
70
Properties=species:S:1:pos:R:3:mulliken_charge:R:1
H 0.32320 2.92021 1.19597 0.04
H 3.19229 1.91480 0.87820 0.19
H -1.05243 4.17223 -2.39225 0.26
O 1.87598 0.43929 -5.06330 -0.62
O -3.57338 3.07026 0.16769 -0.62
H -1.67816 2.32293 2.45009 0.22
O 0.92953 0.40901 1.78190 -0.20
H -1.44394 -2.01691 0.48566 0.15
H 2.77375 -2.52768 2.47740 0.21
H -0.32762 -1.35486 -2.63424 0.14
H 0.93560 0.42540 -4.88517 0.26
H -5.30381 -0.80426 -0.42814 0.28
O -0.18407 -1.74995 3.76527 -0.60
O 1.03485 0.83700 -1.79198 0.34
O -4.58207 -0.38270 0.03835 -0.53
H -0.08541 4.90475 -1.48660 0.26
H 1.96528 0.77268 -2.00741 0.18
H -2.85727 -3.29894 0.07183 0.28
O -0.54957 4.07328 -1.58380 -0.55
H 0.63380 1.21999 -2.57219 -0.01
H -4.24397 3.01096 -0.51278 0.30
H -2.41712 1.02232 2.68298 0.17
Cr 0.03740 0.20724 -0.10588 1.73
O 3.37582 0.57044 -2.95905 -0.58
H 1.04133 -3.98137 1.82432 0.24
O -1.67259 1.39595 2.21152 -0.48
H 0.01850 3.00276 -0.28465 0.23
O 1.55790 -1.34789 -0.10779 0.01
O -2.59534 -0.24213 4.30656 -0.60
H -1.29578 -1.85226 -1.58202 0.10
O -1.13938 -1.20995 0.90073 0.76
H 0.29485 -2.53586 4.02838 0.27
H 0.64333 3.29542 3.61769 0.28
H 1.50405 -2.21038 0.30384 0.07
O 3.10959 1.39041 0.08170 -0.48
H 1.94564 0.76842 -5.95944 0.30
H -0.66749 2.14729 -4.49506 0.27
H 3.46675 -3.32460 -0.36307 0.29
H 2.98202 -4.43611 0.54328 0.31
H 3.96784 1.45355 -0.33739 0.23
H -2.65707 0.62867 -0.85058 -0.02
O 2.43528 -1.69491 2.80629 -0.52
H -1.82977 1.35289 -3.93833 0.25
H 0.31779 -1.02627 4.14030 0.22
H 2.72769 -1.65990 3.71706 0.27
H -0.01654 4.38830 2.80401 0.29
H 1.56244 -0.06906 2.31772 0.14
H 0.60907 1.10638 2.35392 -0.02
O -0.88489 1.47636 -3.84788 -0.57
H 2.46206 -1.06896 0.03687 0.13
O -0.70925 -1.12418 -1.78725 -0.38
O -2.02580 -3.33123 -0.40130 -0.70
O 0.13430 -3.73213 1.64711 -0.49
H -1.81861 -0.78979 4.19261 0.34
H 1.53427 -3.11297 -3.45665 0.26
H -2.12851 1.84144 -0.11458 0.19
O 3.15133 -3.49420 0.52462 -0.58
H 1.95861 -1.79073 -4.05958 0.28
O -1.84871 1.02111 -0.52077 0.02
H 4.20579 1.01127 -3.14088 0.27
O 1.24194 -2.21039 -3.58364 -0.56
O 0.31202 2.39610 0.39508 -0.06
H -3.08789 3.86793 -0.04270 0.30
H -0.26113 -3.63373 2.51324 0.23
H 2.99165 0.41661 -3.82217 0.29
H -1.33451 -1.32970 1.83016 0.00
H -3.32665 -0.85972 4.30590 0.32
H -1.51832 -4.00511 0.05099 0.28
O 0.54937 3.62063 2.72235 -0.58
H -4.68588 -0.66547 0.94692 0.26
```

For the calculated total energy, the calculation gives -2801.78827 Ha. The spin multiplicity is 4. As for the max |F|: 2.77 eV/Å. For the molar mass, the calculation gives 466.34 g mol⁻¹. The energy relative to the best compared isomer or geometry (same formula, charge and spin) is 13.1 kcal per mole. As for the expectation value of S²: 3.76. The calculation puts the orbital gap (alpha / beta) at 0.3063 / 0.3647 Eh. As for the net charge: +3. For the HOMO energy (alpha / beta), the calculation gives -18.806 / -18.804 eV.

---

6.
Formula: CsF
Source: the OMol25 dataset
Level of theory: ωB97M-V/def2-TZVPD

The geometry in XYZ format:
```
2
Properties=species:S:1:pos:R:3:mulliken_charge:R:1
Cs -11.43880 -0.42573 -0.22210 0.94
F -11.64543 -3.08068 1.10313 -0.94
```

For the calculated total energy, the calculation gives -119.98440 Ha. As for the max |F|: 1.45 eV/Å. For the molar mass, the calculation gives 151.90 g mol⁻¹. The energy relative to the best compared isomer or geometry (same formula, charge and spin) is 12.9 kcal per mole. The calculation puts the orbital gap at 0.2632 Eh. As for the net charge: 0. For the HOMO energy, the calculation gives -7.922 eV.

---

7.
Formula: CsF2NO4S2
Source: the OMol25 dataset
Level of theory: ωB97M-V/def2-TZVPD

The geometry in XYZ format:
```
10
Properties=species:S:1:pos:R:3:mulliken_charge:R:1
S -10.62900 10.49044 -12.61387 1.06
O -11.63677 10.25845 -13.69763 -0.61
Cs -14.79194 7.63077 -14.10108 1.02
O -12.30056 7.78944 -12.49563 -0.57
F -9.32054 10.84923 -13.50579 -0.30
F -11.15723 7.44999 -10.44875 -0.25
S -11.62932 8.58126 -11.48239 1.04
O -12.43224 9.40910 -10.56619 -0.57
O -10.61937 11.67162 -11.81462 -0.56
N -10.15029 9.27759 -11.93891 -0.25
```

For the calculated total energy, the calculation gives -1371.93196 Ha. As for the max |F|: 9.41 eV/Å. For the molar mass, the calculation gives 313.04 g mol⁻¹. The energy relative to the best compared isomer or geometry (same formula, charge and spin) is 31.9 kcal per mole. The calculation puts the orbital gap at 0.2982 Eh. As for the net charge: 0. For the HOMO energy, the calculation gives -9.412 eV.

---

8.
Formula: CsF6H2OP
Source: the OMol25 dataset
Level of theory: ωB97M-V/def2-TZVPD

The geometry in XYZ format:
```
11
Properties=species:S:1:pos:R:3:mulliken_charge:R:1
F -22.49996 15.80344 -16.84953 -0.34
F -22.60571 16.53442 -14.66557 -0.36
P -21.42335 15.95260 -15.66899 1.14
F -21.75390 14.44946 -15.03311 -0.38
H -18.78334 9.31981 -9.41486 0.31
H -18.86143 10.50952 -8.48192 0.32
F -20.30703 15.29664 -16.65467 -0.34
Cs -20.77507 13.56419 -11.06279 0.99
O -19.15474 10.19870 -9.33842 -0.63
F -21.06121 17.48347 -16.11371 -0.36
F -20.32075 16.14704 -14.47273 -0.37
```

For the calculated total energy, the calculation gives -1037.34727 Ha. As for the max |F|: 0.93 eV/Å. For the molar mass, the calculation gives 295.88 g mol⁻¹. The energy relative to the best compared isomer or geometry (same formula, charge and spin) is 0.0 kcal per mole. The calculation puts the orbital gap at 0.3420 Eh. As for the net charge: 0. For the HOMO energy, the calculation gives -10.811 eV.

---

9.
Formula: CsF6N3Na2O12S6
Source: the OMol25 dataset
Level of theory: ωB97M-V/def2-TZVPD

The geometry in XYZ format:
```
30
Properties=species:S:1:pos:R:3:mulliken_charge:R:1
O -0.94438 1.89145 0.14295 -0.59
F 0.06375 3.38407 -1.36175 -0.33
S 1.32759 0.24329 0.39058 1.04
O 1.03553 0.36199 1.79184 -0.59
F 3.50426 -3.05180 0.32644 -0.28
O 3.47476 -6.56491 2.83540 -0.59
Na 2.35235 3.37906 1.10274 0.39
O -4.16647 4.99067 -3.35733 -0.63
O -2.68319 2.60754 -2.60321 -0.36
F -5.82486 5.35057 -1.81462 -0.31
O -4.24952 1.85648 -4.41894 -0.61
Na 0.88036 -0.82388 3.93751 0.71
O -0.14067 1.12583 -2.07778 -0.56
O 2.39315 -2.15476 2.14821 -0.43
S -4.00300 2.24094 -3.04835 1.05
F 4.88359 -5.50969 4.15373 -0.32
O 2.62291 -4.70687 4.26360 -0.59
O 1.78922 -4.37797 1.21018 -0.56
S 2.83304 -3.46665 1.73144 0.94
N -5.36552 3.07976 -2.31554 -0.37
S 3.57802 -5.17877 3.26072 1.09
N 4.29613 -4.05328 2.45556 -0.27
S -4.60924 4.33647 -2.12524 1.11
Cs -0.28011 -2.87662 -2.25963 1.02
O 0.71913 -0.85740 -0.38029 -0.49
F 2.91724 -0.15701 0.36807 -0.26
N 1.51187 1.77825 -0.35506 -0.52
O -3.79629 4.47057 -0.87908 -0.59
F -4.22908 0.85024 -2.25620 -0.29
S 0.10937 1.83255 -0.86608 1.19
```

For the calculated total energy, the calculation gives -4400.17684 Ha. The spin multiplicity is 2. As for the max |F|: 10.62 eV/Å. For the molar mass, the calculation gives 719.28 g mol⁻¹. As for the expectation value of S²: 0.75. The calculation puts the orbital gap (alpha / beta) at 0.0969 / 0.2454 Eh. As for the net charge: -1. For the HOMO energy (alpha / beta), the calculation gives -2.179 / -6.235 eV.

---

10.
Formula: CsH4O2
Source: the OMol25 dataset
Level of theory: ωB97M-V/def2-TZVPD

The geometry in XYZ format:
```
7
Properties=species:S:1:pos:R:3:mulliken_charge:R:1
H -0.84754 -0.14336 -1.67944 0.35
H 0.36562 0.51828 -2.29780 0.36
H 0.40037 0.11303 2.68361 0.40
O -0.05943 -0.49161 2.10117 -0.73
H -0.58313 0.07368 1.53335 0.33
O -0.13618 -0.29684 -2.30124 -0.72
Cs 0.86028 0.22680 -0.03963 1.02
```

For the calculated total energy, the calculation gives -172.71431 Ha. As for the max |F|: 4.14 eV/Å. For the molar mass, the calculation gives 168.94 g mol⁻¹. The energy relative to the best compared isomer or geometry (same formula, charge and spin) is 76.6 kcal per mole. The calculation puts the orbital gap at 0.4387 Eh. As for the net charge: +1. For the HOMO energy, the calculation gives -16.343 eV.

---

11.
Formula: CsO4S
Source: the OMol25 dataset
Level of theory: ωB97M-V/def2-TZVPD

The geometry in XYZ format:
```
6
Properties=species:S:1:pos:R:3:mulliken_charge:R:1
S -0.29035 0.14271 -0.26726 1.33
Cs 1.49766 -0.64879 1.34677 0.61
O -0.29788 -0.57185 -1.51829 -0.70
O 0.89877 0.95490 -0.12670 -0.84
O -0.35477 -0.84911 0.75767 -0.65
O -1.45344 0.97215 -0.19220 -0.75
```

For the calculated total energy, the calculation gives -719.19783 Ha. As for the max |F|: 17.52 eV/Å. For the molar mass, the calculation gives 228.97 g mol⁻¹. The energy relative to the best compared isomer or geometry (same formula, charge and spin) is 102.8 kcal per mole. The calculation puts the orbital gap at 0.2286 Eh. As for the net charge: -1. For the HOMO energy, the calculation gives -4.068 eV.

---

12.
Formula: CuF24P4
Source: the OMol25 dataset
Level of theory: ωB97M-V/def2-TZVPD

The geometry in XYZ format:
```
29
Properties=species:S:1:pos:R:3:mulliken_charge:R:1
F -1.67689 0.78810 -4.18959 -0.34
F -1.78304 1.27838 1.24697 -0.39
F -2.10328 -0.94906 0.11302 -0.05
F 3.20183 0.13028 2.09952 -0.32
Cu -0.08688 0.16118 0.21892 1.87
F 2.19725 0.47988 0.18955 -0.34
P 2.91912 -0.82608 0.73932 1.25
F 2.52095 -1.64609 -0.58895 -0.31
F 0.64715 1.18554 -4.15438 -0.35
F 3.71776 -2.08938 1.56421 -0.36
P -0.88210 2.44945 1.77612 1.36
F 0.70202 0.47215 -1.97977 -0.42
F -0.82345 -3.88210 0.92974 -0.33
F -0.47152 -1.96424 -0.58346 -0.26
F -1.38711 0.20466 -1.84184 -0.32
F -1.84430 3.58988 1.07927 -0.38
F -0.03781 2.39164 0.32292 -0.41
F -0.86291 -1.48821 1.57084 -0.17
F -0.02818 1.15003 2.18647 -0.42
P -1.60880 -2.45011 0.50272 1.18
F -0.63848 2.13519 -2.69685 -0.32
F -2.62700 -3.02986 -0.58983 -0.31
F -1.74753 2.45265 3.13267 -0.36
F -2.77292 -2.51512 1.61066 -0.34
F 4.31952 -0.37728 0.13600 -0.34
F 1.44001 -0.98660 1.40791 -0.21
P -0.45448 0.64447 -3.11601 1.10
F -0.04037 -0.87344 -3.38045 -0.34
F 0.21144 3.56409 2.29431 -0.36
```

For the calculated total energy, the calculation gives -5403.31115 Ha. The spin multiplicity is 3. As for the max |F|: 4.61 eV/Å. For the molar mass, the calculation gives 643.39 g mol⁻¹. As for the expectation value of S²: 2.00. The calculation puts the orbital gap (alpha / beta) at 0.4824 / 0.1160 Eh. As for the net charge: -1. For the HOMO energy (alpha / beta), the calculation gives -10.717 / -10.012 eV.

---

> What is the formula in the fifth record?

CrH46O23